# 1
Entry from the OMol25 dataset: an isolated molecule of C4H9NO2 in a non-equilibrium geometry (wB97M-V/def2-TZVPD).

Cartesian coordinates (Å):
H1 0.86 -0.32 2.33
C1 1.58 0.91 -1.35
H2 2.05 0.66 1.52
H3 -0.53 1.11 1.25
O1 -1.73 -0.34 -0.78
O2 -0.95 -1.76 0.75
H4 2.44 1.22 -0.76
H5 1.58 1.42 -2.31
C2 -0.89 -0.68 0.25
H6 -2.34 -1.10 -0.85
H7 1.59 -0.16 -1.61
H8 1.59 -0.98 0.90
C3 0.06 0.49 0.56
H9 -0.40 1.24 -1.23
C4 1.25 -0.05 1.35
N1 0.38 1.37 -0.59

Its energy above the lowest of the compared OMol25 structures with the same formula, charge and spin is 1.060 eV. The HOMO energy is -9.21 eV. As for the charge: 0. The SMILES is CN[C@H](C)C(=O)O.

# 2
Entry from the OMol25 dataset: C19H28AlBrO2 as an isolated structure in a non-equilibrium geometry (wB97M-V/def2-TZVPD).

Cartesian coordinates (Å):
H1 0.88 -0.41 3.50
C1 -0.52 3.64 2.53
C2 0.70 3.47 0.53
C3 0.59 -0.74 -0.43
O1 -1.65 -1.25 -1.94
H2 -1.07 -2.81 -0.14
H3 -0.15 -3.74 1.03
H4 -0.24 -1.74 -4.98
H5 -3.52 -0.46 -3.68
H6 4.41 1.20 1.54
H7 0.45 -2.04 -3.38
C4 -2.26 -2.62 -1.92
C5 3.46 1.13 2.07
H8 -0.32 -1.49 2.44
H9 -1.89 -1.58 1.57
H10 -3.28 -2.55 -1.53
H11 -3.16 -3.00 -3.90
H12 -1.70 -3.43 -1.42
C6 -0.22 -1.39 -3.94
C7 -1.62 -1.41 -3.40
C8 1.48 4.14 1.49
H13 -2.61 -0.82 -5.19
H14 -2.12 0.53 -4.13
H15 1.84 -2.12 0.57
H16 0.08 -0.80 -1.42
C9 -0.24 -2.72 0.59
C10 0.99 -2.18 -0.11
C11 1.43 0.37 2.96
H17 2.62 -0.80 1.38
H18 -1.34 3.74 3.23
H19 0.94 3.31 -0.51
H20 1.43 -0.02 -0.49
Br1 -1.91 0.92 3.41
H21 1.35 -2.78 -0.98
C12 -0.78 -1.56 1.43
C13 0.74 4.23 2.70
Al1 -0.16 1.38 1.98
H22 0.16 -0.38 -3.96
O2 -0.39 -0.37 0.59
C14 -2.53 -0.47 -4.14
H23 1.11 4.77 3.59
C15 2.49 0.11 1.97
H24 -1.47 -3.64 -3.74
H25 -1.52 2.93 0.58
C16 -0.59 3.11 1.14
H26 2.48 4.54 1.35
H27 1.30 2.08 4.46
C17 -2.19 -2.85 -3.42
H28 3.64 2.90 3.42
C18 3.05 2.04 3.09
C19 1.83 1.62 3.62

Its energy above the lowest of the compared OMol25 structures with the same formula, charge and spin is 0.000 eV. The HOMO energy is -7.35 eV. As for the charge: 0.

# 3
Entry from the OMol25 dataset: an isolated molecule of C6H8N3P in a non-equilibrium geometry (wB97M-V/def2-TZVPD).

Cartesian coordinates (Å):
C1 0.32 0.80 -0.59
H1 -2.13 -0.71 1.41
H2 -0.15 -2.02 1.95
H3 -1.98 0.90 -0.59
C2 -1.13 -0.34 0.95
C3 1.37 -0.97 0.83
C4 0.04 -0.97 1.70
H4 1.27 2.29 -3.54
H5 -0.56 1.19 -3.65
H6 1.48 -1.99 0.21
N1 0.82 1.43 -1.75
H7 0.11 -0.33 2.64
C5 1.41 0.19 -0.05
P1 0.00 2.36 -2.97
N2 2.17 1.26 -1.75
C6 -1.01 0.60 -0.06
H8 2.32 -0.92 1.41
N3 2.45 0.52 -0.83

Its energy above the lowest of the compared OMol25 structures with the same formula, charge and spin is 1.423 eV. The HOMO energy is -8.41 eV. As for the charge: 0. The SMILES is Pn1nnc2c1C=CCC2.

# 4
Entry from the OMol25 dataset: C6H3BrInO2 as an isolated structure in a non-equilibrium geometry (wB97M-V/def2-TZVPD).

Cartesian coordinates (Å):
C1 -0.62 -1.72 -0.18
C2 -1.20 0.92 0.15
O1 1.87 -2.10 0.25
C3 0.94 -1.17 -0.09
Br1 -3.65 -1.16 -0.07
H1 2.56 0.64 -0.53
C4 1.42 0.38 -0.31
H2 0.59 2.57 -0.38
In1 2.45 1.90 1.07
O2 -2.08 1.80 0.68
H3 -0.92 -2.85 -0.35
C5 -1.69 -0.66 -0.04
C6 0.34 1.43 -0.21

The HOMO energy is -21.94 eV. As for the charge: +3.

# 5
Entry from the OMol25 dataset: an isolated molecule of C3H4ClNS in a non-equilibrium geometry (wB97M-V/def2-TZVPD).

Cartesian coordinates (Å):
N1 1.21 1.32 0.01
S1 -0.35 1.96 -0.24
C1 1.29 0.08 0.17
H1 -0.08 -1.67 -0.28
C2 -1.12 0.31 -0.39
H2 -1.32 0.20 -1.49
H3 -2.03 0.24 0.37
H4 -0.17 -0.81 1.25
Cl1 2.63 -0.93 0.42
C3 -0.06 -0.70 0.17

Its energy above the lowest of the compared OMol25 structures with the same formula, charge and spin is 0.480 eV. The HOMO energy is -8.66 eV. As for the charge: 0. The SMILES is ClC1=NSCC1.

# 6
Entry from the OMol25 dataset: C4H4KNaO5 as an isolated structure in a non-equilibrium geometry (wB97M-V/def2-TZVPD).

Cartesian coordinates (Å):
Na1 0.42 -3.04 -1.03
H1 0.53 2.40 -0.17
C1 0.71 1.44 0.30
O1 1.82 0.01 1.70
C2 1.91 -0.43 0.46
H2 0.29 1.20 2.45
C3 -1.78 -0.62 -1.17
O2 1.69 -1.57 0.10
H3 1.82 2.05 2.12
K1 -5.00 -1.68 -2.74
O3 -2.93 -0.24 -1.47
O4 -1.41 -1.81 -1.40
O5 1.66 0.62 -0.34
C4 1.13 1.28 1.75
H4 -0.84 0.39 -0.57

As for the spin multiplicity: 2. As for the expectation value of S²: 0.76. Its energy above the lowest of the compared OMol25 structures with the same formula, charge and spin is 2.117 eV. The HOMO energy (spin up / spin down) is -10.74 / -11.98 eV. As for the charge: +1.

# 7
Entry from the OMol25 dataset: a 2-piece molecular cluster, C8H20ClNO overall in a non-equilibrium geometry (wB97M-V/def2-TZVPD).

Cartesian coordinates (Å):
N1 0.02 -0.67 0.21
H1 0.28 1.32 0.05
H2 -0.23 -2.70 0.58
H3 -1.67 -1.00 -1.01
C1 -0.47 0.43 -2.25
H4 -0.81 0.20 -3.25
H5 0.75 -2.18 2.81
H6 -2.45 0.45 0.95
C2 -1.61 1.10 1.19
C3 -0.20 0.71 0.81
H7 0.51 2.92 -2.36
C4 1.54 -0.95 0.08
H8 0.78 2.14 -3.97
C5 1.01 2.12 -2.91
C6 -0.62 -0.78 -1.22
H9 -1.72 1.20 2.27
H10 0.33 0.90 1.74
H11 -1.10 1.25 -1.94
C7 -0.21 -1.70 2.61
H12 2.08 2.29 -2.92
H13 1.86 -0.75 1.10
H14 -0.83 -2.39 3.18
Cl1 2.79 1.20 3.07
H15 -1.79 2.15 0.94
H16 -0.16 -0.76 3.16
O1 0.90 0.81 -2.35
C8 -0.60 -1.80 1.08
H17 1.60 -1.97 -0.30
H18 -0.18 -1.62 -1.76
H19 -1.69 -1.70 1.08
H20 1.91 -0.23 -0.66

Its energy above the lowest of the compared OMol25 structures with the same formula, charge and spin is 0.684 eV. The HOMO energy is -6.80 eV. As for the charge: 0.

# 8
Entry from the OMol25 dataset: a 9-piece molecular cluster, C60H82B2BrF9N2O19S overall in a non-equilibrium geometry (wB97M-V/def2-TZVPD).

Cartesian coordinates (Å):
C1 -5.28 1.25 -0.71
H1 -13.61 3.25 -7.53
C2 4.00 -1.51 1.51
H2 3.87 -5.00 -1.87
S1 2.14 -3.59 1.35
C3 -3.42 -2.02 -0.56
H3 -3.07 -1.86 2.99
H4 7.46 1.43 4.70
O1 6.20 5.29 1.70
C4 3.70 -4.60 -2.88
C5 7.05 6.24 -0.28
C6 0.21 -5.60 2.83
H5 -4.86 -4.85 2.42
C7 2.57 -1.65 -0.43
C8 0.65 1.42 4.28
H6 3.42 -7.11 4.14
H7 -10.26 0.79 -5.70
F1 1.28 -5.69 3.70
H8 -4.21 -0.58 6.13
C9 2.84 1.94 3.89
C10 -11.68 2.60 -8.17
C11 6.07 1.51 -4.50
H9 0.00 0.58 4.01
H10 -4.74 -3.97 7.98
C12 1.53 6.72 -3.43
O2 7.60 0.01 -3.54
F2 -6.10 1.11 0.35
H11 1.60 -5.05 -1.00
C13 -0.92 -2.16 -0.84
H12 4.60 1.02 -0.69
H13 0.63 -5.76 1.83
C14 -3.93 0.55 -0.55
O3 1.24 -4.65 -1.81
O4 3.83 2.20 3.28
H14 -4.67 -2.88 5.44
H15 -12.69 2.36 -6.28
H16 0.80 1.49 6.46
C15 6.46 6.68 1.97
H17 -8.29 0.58 -4.42
H18 6.18 -6.20 5.08
C16 4.14 0.11 -0.28
H19 2.79 -0.18 -1.96
Br1 0.55 0.77 -3.39
H20 5.59 2.26 -2.52
H21 1.59 7.08 -2.40
H22 7.68 -0.67 3.63
H23 -3.97 -5.24 0.87
O5 2.87 6.44 -3.89
O6 -10.36 0.52 -2.53
H24 6.89 -0.27 -5.47
C17 -3.98 -2.04 8.57
H25 5.52 7.23 1.91
F3 0.45 -3.39 3.73
C18 -12.93 2.42 -7.34
C19 -0.43 -4.16 3.02
H26 -0.06 5.33 -2.86
C20 -0.72 0.11 -2.03
H27 1.72 3.47 -3.83
H28 -1.65 0.64 -2.24
C21 -2.04 -2.44 -0.06
H29 8.06 1.05 -5.26
C22 0.46 -3.19 0.89
H30 6.95 2.63 1.96
H31 -1.02 0.36 0.15
O7 7.51 0.68 -1.40
C23 -9.21 1.38 -2.65
H32 -13.04 0.27 -7.32
H33 1.62 0.14 5.70
O8 1.68 1.56 3.29
H34 -5.08 -1.01 0.37
C24 4.56 -0.35 0.97
H35 -8.39 0.96 -2.07
C25 -11.03 0.48 -3.71
O9 5.55 -5.69 1.24
C26 5.05 -7.48 2.79
H36 -3.53 0.40 -1.56
C27 0.34 -2.57 -0.34
C28 -5.11 2.80 -0.96
H37 5.60 1.28 1.18
C29 -0.27 0.55 -0.63
H38 5.13 0.97 -4.44
H39 -3.40 -1.74 -1.62
C30 -12.98 1.10 -9.30
O10 4.18 4.62 -4.01
H40 0.68 0.10 -0.31
C31 5.35 -6.05 2.36
C32 6.46 2.03 -3.12
H41 6.87 -1.32 1.50
H42 7.42 8.18 0.70
B1 1.92 -3.42 -1.97
O11 -10.78 3.35 -7.93
H43 -5.16 -3.90 0.98
H44 7.12 2.89 -3.18
C33 6.95 2.71 3.06
H45 -14.56 1.01 -7.79
F4 -1.49 -4.32 3.84
H46 -12.82 0.10 -9.68
C34 0.78 5.41 -3.55
C35 7.64 0.21 2.96
H47 8.47 6.86 1.21
H48 7.43 0.21 0.81
H49 -0.11 -1.77 -2.80
H50 4.32 -1.91 2.47
O12 5.38 -5.24 3.44
H51 5.96 2.30 -5.25
O13 -4.01 -2.05 9.76
O14 2.97 -3.36 -2.85
O15 -12.06 -0.09 -3.86
H52 4.70 -4.43 -3.31
H53 3.20 -5.37 -3.47
C36 -0.67 -3.48 1.69
N1 5.54 0.38 1.66
C37 7.23 0.85 -2.55
C38 2.65 2.00 5.39
H54 -3.30 1.23 0.05
C39 -0.95 -1.44 -2.19
C40 -4.04 -2.75 6.31
H55 6.01 3.21 3.30
C41 -10.29 1.30 -4.75
C42 -13.48 1.10 -7.87
H56 6.87 6.78 2.97
H57 -9.47 2.36 -2.23
H58 -4.13 -2.85 -0.48
C43 1.88 4.39 -3.28
N2 1.48 -2.28 -1.17
H59 0.05 2.33 4.29
C44 3.00 -2.13 0.78
H60 -1.85 -1.66 -2.76
H61 -13.65 1.63 -9.98
H62 -5.80 -2.57 7.59
H63 1.10 7.51 -4.05
H64 -0.09 1.64 -0.62
H65 7.78 3.33 3.41
H66 6.26 6.70 -0.88
H67 7.90 5.98 -0.91
O16 -11.72 1.80 -9.26
H68 0.41 5.28 -4.56
C45 6.91 1.31 3.75
F5 -5.88 0.75 -1.84
H69 4.33 -7.94 2.12
F6 -5.30 3.43 0.22
H70 4.67 -8.12 4.86
C46 -3.49 -1.34 6.44
H71 -3.56 -0.75 1.22
C47 -4.77 -2.93 7.64
F7 -6.01 3.29 -1.81
C48 7.20 0.55 -4.81
C49 6.49 5.01 0.40
H72 -10.79 2.27 -4.85
H73 -3.21 -3.46 6.24
H74 2.00 4.18 -2.21
O17 6.28 3.95 -0.11
C50 3.15 -0.52 -0.99
H75 5.99 -8.04 2.79
O18 -3.46 -2.73 3.16
C51 7.45 7.11 0.90
H76 -8.37 2.34 -4.43
F8 -0.64 -6.56 3.22
C52 3.12 5.11 -3.78
C53 -1.90 -3.11 1.17
H77 -2.57 -1.20 5.88
F9 -3.87 3.11 -1.37
B2 -3.25 -3.43 1.97
H78 4.61 -5.43 5.35
H79 8.67 0.54 2.77
H80 2.53 3.05 5.68
C54 -8.90 1.44 -4.13
C55 -4.37 -4.45 1.52
C56 5.20 -6.01 4.64
C57 -4.01 -0.79 0.22
H81 5.89 1.04 4.05
C58 1.38 1.19 5.59
O19 -3.23 -1.16 7.85
C59 4.50 -7.28 4.19
C60 6.89 -0.24 1.66
H82 3.50 1.56 5.91

The HOMO energy is -7.50 eV. As for the charge: 0. The SMILES is CCCCNc1ccc2c(c1)Sc1c(c(C[C@@H](C)Br)c(CCCC(F)(F)C(F)(F)F)c(B(C)O)c1C(F)(F)C(F)F)N2B(O)OC.O=C1CCCO1.O=C1CCCO1.O=C1CCCO1.O=C1CCCO1.O=C1CCCO1.O=C1CCCO1.O=C1CCCO1.O=C1CCCO1.

no.,molecular weight (g mol⁻¹),DFT total energy (a.u.)
1,103.121,-363.0466
2,395.317,-3707.6484
3,153.125,-738.9512
4,301.810,-3143.3194
5,121.592,-1029.8124
6,194.159,-1293.0323
7,181.707,-906.8914
8,1439.888,-7795.5496